Computed, not measured: a structure of composition C22H17Cl2N2O2SV, with ωB97M-V/def2-TZVPD.

Last column: Mulliken spin population.
Geometry (Å):
V -0.055 0.357 -0.339  1.255
O -0.461 1.934 0.449  -0.052
C -1.439 2.352 1.254  -0.007
C -2.063 3.579 1.024  -0.011
C -3.068 4.006 1.866  0.006
C -3.457 3.241 2.968  -0.010
C -2.821 2.048 3.225  0.008
C -1.825 1.579 2.363  0.008
C -1.031 0.417 2.667  0.000
N -0.375 -0.235 1.781  -0.017
C 0.722 -1.089 2.233  -0.002
C 1.985 -0.439 1.647  0.005
N 1.730 -0.431 0.204  -0.034
C 2.389 -1.256 -0.542  0.021
C 1.896 -1.796 -1.769  0.003
C 2.754 -2.471 -2.655  0.010
C 2.253 -3.108 -3.760  -0.009
C 0.868 -3.122 -3.976  0.008
C 0.003 -2.509 -3.100  -0.010
C 0.498 -1.825 -1.985  -0.001
O -0.354 -1.245 -1.144  -0.050
H -1.743 4.171 0.177  0.000
H -3.555 4.953 1.673  0.000
H -4.242 3.593 3.622  0.000
H -3.093 1.458 4.093  0.000
H -0.931 0.139 3.718  -0.002
H 0.611 -2.091 1.816  -0.001
H 0.772 -1.151 3.322  -0.001
H 2.880 -1.017 1.886  0.000
H 2.096 0.578 2.022  -0.002
H 3.329 -1.657 -0.162  -0.002
H 3.819 -2.467 -2.459  0.000
H 2.916 -3.605 -4.453  0.000
H 0.470 -3.634 -4.843  0.000
H -1.068 -2.530 -3.256  0.000
Cl -2.450 0.694 -1.195  -0.006
C -2.141 1.351 -2.788  -0.003
C -3.258 1.575 -3.573  0.003
C -3.094 2.092 -4.845  -0.008
C -1.824 2.376 -5.314  0.005
C -0.720 2.145 -4.512  -0.005
Cl 0.842 2.511 -5.143  -0.001
C -0.841 1.623 -3.212  0.016
S 0.626 1.380 -2.274  -0.113
H -4.240 1.342 -3.187  0.000
H -3.958 2.272 -5.469  0.000
H -1.675 2.779 -6.306  0.000

Properties
E_HOMO (alpha / beta): -11.02 / -11.07 eV
Multiplicity: 2
HOMO-LUMO gap (alpha / beta): 6.598 / 7.004 eV
Total energy: -91729.0776 eV
Charge: +1

Computed, not measured: a cluster of 2 separate species, C5H11N2S in total, with ωB97M-V/def2-TZVPD.

Last column: natural (NBO) charge in e.
Geometry (Å):
C 1.941 1.172 -0.109  0.264
C 3.845 -0.370 0.083  -0.441
C -1.698 0.405 -0.066  0.559
C -1.558 0.063 1.374  -0.698
C -1.075 -0.528 -1.037  -0.719
N 2.553 0.164 -0.164  -0.411
N -2.340 1.395 -0.628  -0.656
S 0.751 2.176 0.047  -0.094
H 4.363 -0.542 -0.993  0.251
H 4.306 0.290 0.848  0.234
H -1.101 -0.844 1.579  0.259
H -2.481 0.061 1.771  0.259
H -1.087 0.920 1.810  0.282
H -1.554 -1.492 -0.832  0.271
H 3.567 -1.374 0.598  0.231
H -1.347 -0.365 -2.117  0.249
H 0.037 -0.672 -0.729  0.292
H -2.753 2.144 -0.075  0.431
H -2.196 1.544 -1.628  0.438

Properties
E_HOMO: -12.65 eV
Relative energy (zero: lowest compared OMol25 entry of this formula, charge and spin): 44.4 kcal per mole
HOMO-LUMO gap: 8.551 eV
Total energy: -19170.9586 eV
Charge: +1

Computed, not measured: a structure of composition C20H28N2O5S2, with ωB97M-V/def2-TZVPD.

Last column: natural (NBO) charge in e.
Geometry (Å):
C 1.352 4.860 1.258  -0.249
H 0.768 5.611 0.715  0.174
O 1.826 3.852 0.403  -0.481
C 0.917 3.091 -0.267  0.239
C -0.457 3.226 -0.185  -0.309
C -1.294 2.384 -0.902  -0.162
C -0.773 1.404 -1.722  -0.039
C 0.611 1.268 -1.819  -0.321
C 1.463 2.089 -1.102  0.343
O 2.819 2.029 -1.128  -0.491
C 3.431 0.960 -1.805  -0.256
H 3.226 0.989 -2.881  0.168
H 4.500 1.086 -1.642  0.202
H 3.116 -0.005 -1.393  0.187
H 1.020 0.508 -2.467  0.213
C -1.683 0.444 -2.434  -0.427
H -2.627 0.933 -2.679  0.224
H -1.227 0.099 -3.364  0.205
C -1.998 -0.763 -1.531  -0.210
N -0.810 -1.517 -1.201  -0.430
C -0.055 -1.162 -0.163  0.377
N -0.450 -0.326 0.747  -0.665
C 0.485 -0.054 1.692  0.701
O 1.595 -0.583 1.677  -0.611
C 0.062 0.945 2.727  -0.483
C -1.224 0.508 3.440  -0.207
C -0.975 -0.764 4.246  -0.607
H -0.230 -0.584 5.017  0.203
H -1.892 -1.099 4.724  0.208
H -0.612 -1.559 3.599  0.210
C -1.732 1.628 4.344  -0.599
H -2.641 1.320 4.854  0.208
H -0.986 1.877 5.096  0.200
H -1.950 2.522 3.765  0.204
H -1.974 0.301 2.670  0.212
H -0.120 1.885 2.203  0.234
H 0.876 1.080 3.441  0.221
S 1.511 -1.929 -0.106  0.382
C 1.115 -2.925 -1.644  -0.405
C 1.073 -4.400 -1.329  -0.666
H 2.045 -4.878 -1.382  0.264
H 0.592 -4.619 -0.380  0.247
S -0.034 -5.012 -2.631  2.175
O -0.674 -6.250 -2.289  -0.927
O 0.611 -4.916 -3.909  -0.943
C -1.181 -3.605 -2.440  -0.678
H -1.783 -3.498 -3.334  0.257
C -0.246 -2.429 -2.180  -0.039
H -0.085 -1.887 -3.121  0.215
H -1.804 -3.835 -1.580  0.250
H 1.902 -2.731 -2.372  0.242
H -2.708 -1.432 -2.023  0.201
H -2.417 -0.405 -0.590  0.244
H -2.363 2.501 -0.812  0.200
H -0.895 3.986 0.443  0.221
H 0.744 4.450 2.073  0.172
H 2.240 5.330 1.677  0.203

Properties
E_HOMO: -8.04 eV
Relative energy (zero: lowest compared OMol25 entry of this formula, charge and spin): 0.0 kcal per mole
HOMO-LUMO gap: 8.464 eV
Total energy: -56082.2603 eV
Charge: 0

> total energy of number 2 (C5H11N2S)?

-19170.9586 eV

> The highest total energy belongs to which entry?

C5H11N2S

> charge of number 2 (C5H11N2S)?

+1

> Among the records above, which one has the lowest total energy?

C22H17Cl2N2O2SV